64
Properties=species:S:1:pos:R:3:lowdin_charge:R:1 method="wB97M-V/def2-TZVPD" charge=-1 homo_energy_ev=-1.81
C 5.46 1.02 3.41 -0.0725
C 4.87 -0.39 3.28 -0.2695
O 5.05 -0.95 1.97 -0.2244
P 4.27 -0.34 0.69 0.4871
O 5.12 0.55 -0.11 -0.2898
C 2.76 0.44 1.25 -0.2228
C 1.57 -0.47 1.63 -0.3356
C 0.42 0.32 2.27 -0.5108
C -0.18 -0.50 3.40 -0.3662
C -0.50 -1.99 3.13 -0.1413
P -0.89 0.84 1.11 0.8896
C -2.35 -0.36 1.06 -0.4250
C -2.27 -1.63 0.16 -0.1654
C -0.24 0.85 -0.62 -0.4453
C 0.52 2.16 -0.92 -0.1899
O 3.95 -1.67 -0.15 -0.1981
C 3.44 -2.86 0.44 -0.2914
C 4.19 -4.06 -0.11 -0.0722
H 5.85 1.36 2.45 0.0718
H 6.28 1.02 4.13 0.0637
H 4.71 1.73 3.76 0.0716
H 5.39 -1.08 3.95 0.1092
H 3.82 -0.41 3.56 0.0998
H 2.97 1.04 2.14 0.0770
H 2.51 1.14 0.46 0.0688
H 1.95 -1.20 2.36 0.0857
H 1.29 -1.06 0.74 0.0693
H -1.08 0.01 3.78 0.0700
H 0.54 -0.47 4.24 0.0698
H -1.50 -2.26 3.49 0.0535
H 0.18 -2.66 3.65 0.0517
H -0.49 -2.22 2.06 0.0434
H -3.17 0.26 0.69 0.0320
H -2.60 -0.65 2.08 0.0360
H -3.05 -1.62 -0.60 0.0287
H -2.38 -2.52 0.78 0.0466
H -1.28 -1.70 -0.31 0.0487
H -1.13 0.80 -1.26 0.0433
H 0.38 -0.01 -0.91 0.0564
H 0.03 2.74 -1.70 0.0439
H 0.63 2.77 -0.02 0.0445
H 1.53 1.94 -1.28 0.0517
H 2.38 -2.94 0.21 0.1063
H 3.53 -2.83 1.53 0.1049
H 3.54 -4.93 -0.13 0.0686
H 4.53 -3.85 -1.12 0.0757
H 5.06 -4.30 0.50 0.0699
C -5.61 2.28 -4.66 -0.0763
C -4.50 2.92 -3.82 -0.4373
C -3.27 2.03 -3.62 -0.2091
O -3.44 0.99 -2.68 -0.1941
C -4.10 -0.17 -3.16 -0.1023
N -5.07 3.38 -2.55 0.0386
H -6.18 1.56 -4.08 0.0628
H -6.31 3.05 -4.99 0.0711
H -5.20 1.78 -5.54 0.0747
H -4.15 3.81 -4.37 0.1324
H -2.47 2.65 -3.22 0.1195
H -2.92 1.62 -4.58 0.1208
H -3.87 -0.36 -4.21 0.0905
H -5.18 -0.09 -3.03 0.0772
H -3.74 -1.00 -2.56 0.0685
H -4.37 3.91 -2.04 0.0737
H -5.23 2.56 -1.97 0.0704



75
Properties=species:S:1:pos:R:3:lowdin_charge:R:1 method="wB97M-V/def2-TZVPD" charge=+2 homo_energy_ev="-12.96 / -12.96"
Tl 0.38 0.37 -0.94 0.8921
C -1.22 -1.81 2.68 0.0116
N 0.05 -2.35 3.11 -0.0545
C 0.16 -3.57 3.92 -0.0596
C 1.68 -3.71 4.13 -0.0593
N 2.24 -2.58 3.36 -0.0530
C 3.67 -2.53 3.07 -0.0066
C 1.25 -1.87 2.81 -0.3041
N 1.32 -0.76 2.03 0.1910
C 2.39 0.16 2.11 -0.2149
C 1.88 1.59 2.43 -0.2144
N 0.75 1.96 1.62 0.0300
C 0.38 3.19 1.48 -0.3487
N 0.95 4.39 1.78 -0.0736
C 2.14 4.66 2.57 -0.0277
C 0.04 5.51 1.53 -0.1012
C -1.08 4.88 0.71 -0.0853
N -0.84 3.45 0.89 -0.0392
C -1.83 2.46 0.73 -0.2096
H -1.94 -1.91 3.50 0.1069
H -1.59 -2.35 1.81 0.0846
H -1.11 -0.76 2.43 0.0801
H -0.27 -4.41 3.38 0.1289
H -0.38 -3.45 4.86 0.1370
H 2.07 -4.65 3.75 0.1332
H 1.97 -3.61 5.18 0.1381
H 4.04 -3.55 3.03 0.1039
H 4.21 -1.99 3.85 0.1048
H 3.85 -2.07 2.11 0.0896
H 2.85 0.20 1.11 0.1217
H 3.16 -0.08 2.85 0.1095
H 2.76 2.22 2.30 0.1033
H 1.63 1.59 3.50 0.1277
H 2.13 4.15 3.54 0.0931
H 2.17 5.73 2.77 0.0960
H 3.06 4.41 2.04 0.0915
H 0.56 6.29 0.97 0.1299
H -0.31 5.93 2.47 0.1311
H -1.02 5.15 -0.35 0.1225
H -2.07 5.15 1.08 0.1301
H -2.82 2.91 0.85 0.1438
H -1.69 1.67 1.47 0.1176
H -1.82 2.49 -1.24 0.0250
N -2.95 1.28 -5.84 0.1635
C -2.45 1.23 -4.41 -0.5384
C -3.67 1.11 -3.51 -0.0728
P -1.43 2.77 -3.95 0.8071
O 0.05 2.26 -3.63 -0.2475
O -2.01 3.42 -2.75 -0.3339
O -1.78 1.80 -0.54 -0.2107
P -1.46 -0.34 -4.38 0.3006
O -0.14 0.16 -5.22 -0.1703
O -2.26 -1.22 -5.27 -0.2797
O -1.10 -0.64 -2.97 -0.4464
H -3.86 1.74 -5.93 0.1684
H -3.01 0.26 -6.10 0.1362
H -2.29 1.73 -6.48 0.1567
H -4.30 2.00 -3.55 0.0971
H -3.35 0.96 -2.48 0.0779
H -4.25 0.24 -3.81 0.1057
H 0.41 1.66 -4.32 0.0493
H 0.10 -0.48 -5.91 0.1043
C -0.73 -4.70 -0.22 -0.3199
As 0.15 -3.11 -0.96 0.9864
C 2.01 -3.66 -0.64 -0.3259
C 0.06 -3.61 -2.84 -0.3218
H -0.16 -5.60 -0.47 0.0338
H -1.73 -4.78 -0.65 0.0322
H -0.83 -4.63 0.87 -0.0091
H 2.19 -4.65 -1.05 0.0343
H 2.22 -3.67 0.43 -0.0054
H 2.68 -2.95 -1.13 0.0219
H 0.32 -4.66 -2.96 0.0373
H 0.75 -3.00 -3.41 0.0253
H -0.95 -3.44 -3.21 0.0207



68
Properties=species:S:1:pos:R:3:lowdin_charge:R:1 method="wB97M-V/def2-TZVPD" charge=+2 homo_energy_ev="-14.29 / -14.55" multiplicity=2
Tc -1.10 0.28 0.80 1.1255
N -2.61 -1.30 1.79 -0.0435
C -3.53 -0.56 2.67 -0.2118
C -2.82 0.67 3.23 -0.1903
N -2.24 1.51 2.17 -0.1995
C -3.19 2.39 1.47 -0.1645
C -3.81 1.69 0.26 -0.1949
N -2.75 1.04 -0.55 -0.0502
H -3.14 -1.98 1.24 0.1043
H -1.98 -1.85 2.38 0.0780
H -3.88 -1.17 3.50 0.1376
H -4.41 -0.27 2.09 0.1062
H -2.00 0.33 3.87 0.0998
H -3.52 1.24 3.85 0.1390
H -1.58 2.12 2.65 0.1220
H -2.65 3.27 1.12 0.1265
H -3.99 2.72 2.14 0.1394
H -4.36 2.43 -0.34 0.1378
H -4.52 0.93 0.57 0.1037
H -2.34 1.76 -1.16 0.0970
H -3.19 0.35 -1.16 0.0975
C 3.32 1.45 -0.15 -0.2031
Ge 1.68 2.28 -0.91 0.8269
C 1.41 1.64 -2.78 -0.2152
C 1.90 4.25 -0.79 -0.2044
C -0.01 2.03 0.24 -0.4200
H 4.17 2.03 -0.47 0.0317
H 3.45 0.43 -0.50 -0.0014
H 3.30 1.45 0.94 0.0101
H 2.30 1.90 -3.34 0.0260
H 0.57 2.13 -3.26 0.0181
H 1.28 0.56 -2.83 -0.0178
H 2.76 4.57 -1.37 0.0269
H 2.06 4.55 0.24 0.0233
H 1.03 4.79 -1.16 0.0197
H -0.67 2.78 -0.21 -0.0214
H 0.36 2.49 1.16 -0.0208
C 0.23 -3.16 -2.81 -0.0272
C -0.86 -2.09 -2.78 -0.6255
C -2.19 -2.66 -2.25 -0.0351
C -1.08 -1.53 -4.19 -0.0241
N -0.38 -0.97 -1.98 -0.0681
N -0.26 -1.15 -0.57 -0.1100
H -0.05 -3.95 -3.51 0.0953
H 0.38 -3.62 -1.83 0.0766
H 1.16 -2.73 -3.15 0.0900
H -2.52 -3.46 -2.90 0.0992
H -2.96 -1.89 -2.23 0.0717
H -2.09 -3.08 -1.25 0.0644
H -1.32 -2.33 -4.88 0.0986
H -0.18 -1.04 -4.55 0.0907
H -1.90 -0.82 -4.20 0.0854
H -0.84 -0.09 -2.21 0.0881
H 0.76 -1.23 -0.30 0.0556
H -0.62 -2.08 -0.35 0.0850
C 5.22 -0.96 3.58 -0.0003
C 4.15 -1.21 2.59 -0.2899
C 4.34 -1.94 1.40 0.0518
C 3.26 -2.04 0.54 -0.0866
N 2.08 -1.49 0.81 0.0306
C 1.97 -0.87 1.98 -0.7635
S 0.43 -0.26 2.50 0.8409
N 2.95 -0.72 2.85 0.1151
H 6.12 -1.51 3.34 0.0913
H 4.87 -1.22 4.57 0.1011
H 5.44 0.11 3.60 0.1028
H 5.29 -2.39 1.17 0.1282
H 3.33 -2.56 -0.40 0.1297



95
Properties=species:S:1:pos:R:3:lowdin_charge:R:1 method="wB97M-V/def2-TZVPD" charge=0 smiles="CP(C)[C@H](C#N)[C@@H](I)C#N.C[N+](=O)[O-].C[N+](=O)[O-].C[N+](=O)[O-].C[N+](=O)[O-].C[N+](=O)[O-].C[N+](=O)[O-].C[N+](=O)[O-].C[N+](=O)[O-].C[N+](=O)[O-].C[N+](=O)[O-].C[N+](=O)[O-]" homo_energy_ev=-8.18
C 0.70 2.31 4.91 -0.2682
P 0.73 3.62 3.63 0.8812
C -0.61 4.74 4.21 -0.2662
C 2.26 4.66 4.00 -0.5407
C 2.17 5.84 3.18 -0.3024
N 2.19 6.80 2.54 0.2054
C 3.57 3.92 3.74 -0.7310
I 3.63 3.10 1.74 0.8952
C 4.66 4.85 3.82 -0.3546
N 5.49 5.66 3.97 0.1859
H 1.47 1.57 4.76 0.0369
H -0.26 1.83 4.80 0.0058
H 0.73 2.71 5.92 0.0399
H -0.65 5.58 3.53 0.0202
H -1.52 4.18 4.22 0.0355
H -0.36 5.06 5.22 0.0385
H 2.22 5.00 5.03 0.1232
H 3.74 3.14 4.45 0.0649
C -2.46 -1.74 3.33 0.0506
N -2.00 -0.51 4.03 -0.4497
O -2.17 0.55 3.47 0.0683
O -1.47 -0.66 5.11 0.0574
H -2.90 -1.45 2.38 0.0945
H -1.59 -2.37 3.18 0.0992
H -3.19 -2.22 3.97 0.0986
C -1.96 3.78 -0.58 0.0359
N -1.96 3.91 0.90 -0.4335
O -1.77 2.90 1.54 0.0405
O -2.15 5.01 1.36 0.0481
H -1.78 2.75 -0.85 0.0493
H -2.93 4.11 -0.94 0.0971
H -1.17 4.43 -0.96 0.1042
C -3.72 -0.19 -2.80 0.0393
N -3.27 1.05 -2.11 -0.4251
O -3.44 2.11 -2.67 0.0627
O -2.75 0.90 -1.03 0.0627
H -4.16 0.09 -3.75 0.0964
H -2.85 -0.82 -2.94 0.0819
H -4.45 -0.68 -2.16 0.0972
C 4.58 7.34 0.63 0.0215
N 5.52 8.27 -0.06 -0.4426
O 6.71 8.03 0.01 0.0372
O 5.04 9.21 -0.64 0.0740
H 5.16 6.56 1.11 0.0734
H 4.02 7.91 1.35 0.0699
H 3.93 6.92 -0.13 0.1002
C -2.65 -5.03 -2.96 0.0515
N -3.13 -3.68 -2.61 -0.4274
O -4.01 -3.18 -3.29 0.0413
O -2.62 -3.13 -1.66 0.0727
H -3.20 -5.38 -3.83 0.0558
H -1.58 -4.96 -3.18 0.0636
H -2.83 -5.68 -2.11 0.1118
C 1.63 -6.02 -5.58 0.0594
N 0.52 -6.02 -4.59 -0.4320
O -0.15 -7.02 -4.48 0.0664
O 0.36 -5.01 -3.94 0.0596
H 1.65 -6.98 -6.07 0.0972
H 1.43 -5.22 -6.29 0.1036
H 2.55 -5.84 -5.04 0.1055
C -6.51 -5.55 -6.12 0.0591
N -5.67 -5.87 -4.94 -0.4310
O -4.58 -6.36 -5.13 0.0605
O -6.13 -5.63 -3.85 0.0561
H -5.97 -5.82 -7.01 0.0960
H -7.43 -6.11 -6.03 0.1026
H -6.71 -4.48 -6.09 0.1052
C 5.37 4.37 7.60 0.0526
N 4.61 3.16 7.17 -0.4489
O 5.23 2.14 7.01 0.0833
O 3.42 3.29 7.01 0.0403
H 6.42 4.10 7.70 0.0973
H 5.23 5.13 6.83 0.0832
H 4.96 4.70 8.55 0.1013
C -7.41 -4.82 -0.97 0.0444
N -7.46 -3.50 -0.29 -0.4581
O -8.55 -3.00 -0.11 0.0703
O -6.40 -3.01 0.04 0.0571
H -8.42 -5.13 -1.20 0.0955
H -6.82 -4.70 -1.87 0.0650
H -6.93 -5.52 -0.28 0.1024
C -0.23 -10.25 -3.05 0.0463
N 1.00 -11.07 -2.91 -0.4597
O 2.05 -10.58 -3.25 0.0643
O 0.86 -12.19 -2.47 0.0671
H 0.04 -9.29 -3.46 0.0645
H -0.90 -10.78 -3.72 0.1016
H -0.67 -10.15 -2.06 0.1012
C 8.62 6.38 -2.06 0.0478
N 8.11 5.08 -2.56 -0.4586
O 7.74 5.02 -3.72 0.0604
O 8.09 4.15 -1.78 0.0592
H 8.57 7.10 -2.87 0.0961
H 7.99 6.68 -1.23 0.0667
H 9.64 6.23 -1.74 0.1012



72
Properties=species:S:1:pos:R:3:lowdin_charge:R:1 method="wB97M-V/def2-TZVPD" charge=-1 homo_energy_ev=-4.10
C -0.38 -1.14 2.60 0.0158
C -0.05 -0.96 1.33 -0.0725
C -0.59 -1.87 0.28 -0.5357
O -1.65 -1.70 -0.27 0.1207
O 0.20 -2.94 0.05 -0.0363
C 1.03 -2.91 -1.16 -0.1411
C 1.05 -1.60 -1.90 -0.1882
C 2.11 -1.65 -3.02 -0.1981
C 3.15 -0.54 -2.86 -0.2247
C 4.33 -0.65 -3.83 -0.2361
C 5.69 -0.49 -3.12 -0.2692
B 6.37 -1.89 -2.66 -1.0148
N 5.37 -2.89 -2.06 -0.0103
Br 7.23 -2.78 -4.41 0.2821
H 0.11 -0.59 3.40 0.0642
H -1.14 -1.86 2.88 0.0747
H 0.57 -0.13 1.01 0.1217
H 2.04 -3.18 -0.84 0.1293
H 0.67 -3.70 -1.82 0.1304
H 0.07 -1.38 -2.33 0.1044
H 1.33 -0.78 -1.24 0.1085
H 1.63 -1.60 -4.00 0.1122
H 2.65 -2.60 -2.98 0.0962
H 2.61 0.41 -2.94 0.0730
H 3.54 -0.62 -1.84 0.1043
H 4.29 -1.65 -4.28 0.0813
H 4.23 0.11 -4.61 0.0950
H 5.56 0.13 -2.22 0.0762
H 6.37 0.06 -3.78 0.0626
H 7.31 -1.71 -1.90 0.0279
H 5.02 -3.56 -2.73 0.0106
H 5.77 -3.39 -1.28 0.0134
C -3.97 2.65 3.97 -0.2799
S -2.59 1.54 3.63 0.7839
O -1.36 2.32 3.89 -0.5527
C -2.84 1.52 1.85 -0.2583
H -3.98 2.84 5.04 0.0490
H -3.84 3.58 3.43 0.0171
H -4.91 2.17 3.68 0.0580
H -2.79 2.54 1.47 0.0581
H -3.80 1.06 1.62 0.0603
H -2.04 0.91 1.42 0.0202
C -1.53 1.77 -2.30 -0.2642
S -0.33 2.09 -3.60 0.8092
O 1.01 2.00 -2.97 -0.5342
C -0.71 3.84 -3.78 -0.2774
H -1.42 0.72 -2.01 0.0332
H -1.32 2.41 -1.45 0.0549
H -2.53 1.94 -2.68 0.0529
H -0.56 4.34 -2.82 0.0549
H -1.73 3.96 -4.12 0.0478
H -0.02 4.25 -4.52 0.0469
C -4.92 7.90 2.73 -0.2706
S -4.74 6.31 3.54 0.7890
O -5.79 5.41 2.98 -0.5478
C -5.33 6.85 5.15 -0.2666
H -4.64 7.76 1.69 0.0504
H -5.95 8.23 2.80 0.0572
H -4.25 8.62 3.20 0.0533
H -6.34 7.25 5.05 0.0576
H -4.66 7.61 5.55 0.0537
H -5.34 5.98 5.81 0.0480
C -0.66 -6.77 1.50 -0.2704
S 0.89 -6.32 0.70 0.7969
O 0.90 -6.99 -0.62 -0.5433
C 1.95 -7.28 1.79 -0.2727
H -1.46 -6.30 0.93 0.0492
H -0.77 -7.86 1.47 0.0536
H -0.66 -6.40 2.52 0.0503
H 1.66 -8.33 1.74 0.0535
H 1.87 -6.90 2.81 0.0505
H 2.97 -7.16 1.43 0.0506



93
Properties=species:S:1:pos:R:3:lowdin_charge:R:1 method="wB97M-V/def2-TZVPD" charge=-1 homo_energy_ev="-1.29 / -4.90" multiplicity=2
C -1.30 2.79 1.31 -0.1138
C -0.31 1.99 0.50 -0.1918
C -0.60 0.39 0.62 -0.0268
N 0.25 -0.39 -0.43 -0.1758
C -0.31 -0.14 -1.88 0.0540
C 0.34 -1.88 -0.12 -0.1520
C 1.48 -2.41 -0.93 -0.1648
C 2.59 -1.37 -0.78 -0.1154
C 1.75 -0.16 -0.30 -0.0970
H -2.34 2.44 1.33 0.0553
H -1.37 3.84 1.03 0.0786
H -1.03 2.64 2.36 0.0632
H 0.68 2.22 0.90 0.0881
H -0.41 2.45 -0.48 0.0824
H -1.62 0.09 0.38 0.1000
H -0.44 -0.02 1.61 0.1196
H 0.11 -0.81 -2.64 0.0839
H 0.07 0.83 -2.20 0.0921
H -1.40 -0.14 -1.87 0.0782
H -0.59 -2.41 -0.35 0.1163
H 0.49 -2.11 0.93 0.0951
H 1.13 -2.39 -1.96 0.0987
H 1.74 -3.44 -0.70 0.1107
H 3.14 -1.16 -1.70 0.1161
H 3.31 -1.58 0.01 0.0962
H 1.96 0.78 -0.80 0.1208
H 2.03 0.04 0.73 0.1124
Cl 3.17 0.42 3.54 0.6321
O 4.12 0.00 2.49 -0.3990
O 2.24 1.37 2.99 -0.3729
O 2.51 -0.72 4.11 -0.4050
O 3.99 1.04 4.59 -0.3801
C 2.73 -4.97 3.26 -2.0558
Cl 3.92 -4.46 4.42 0.5673
Cl 3.51 -5.04 1.63 0.4961
Cl 2.15 -6.53 3.79 0.5204
Cl 1.35 -3.89 3.11 0.5776
C -1.75 -0.26 -5.57 0.0440
N -1.94 -1.74 -5.33 -0.4100
O -2.94 -2.31 -5.81 0.0278
O -1.15 -2.36 -4.61 0.0284
H -2.12 0.21 -4.65 0.0853
H -2.31 0.02 -6.46 0.0995
H -0.69 -0.03 -5.61 0.0845
C 2.12 5.36 0.42 -0.0474
N 1.95 4.40 -0.65 -0.6143
O 1.35 4.75 -1.67 -0.1804
O 2.57 3.31 -0.55 -0.1711
H 2.91 4.91 1.03 0.0751
H 1.18 5.40 0.97 0.0639
H 2.47 6.30 0.00 0.0670
C -4.71 2.60 -1.01 0.0525
N -3.75 2.05 -1.97 -0.4291
O -4.24 1.27 -2.78 0.0485
O -2.56 2.16 -1.80 0.0653
H -4.15 3.19 -0.29 0.0923
H -5.32 1.76 -0.68 0.1042
H -5.33 3.32 -1.55 0.1009
C -0.12 1.34 5.52 0.0589
N -1.58 1.19 5.95 -0.4026
O -2.38 0.74 5.12 0.0231
O -1.90 1.55 7.10 0.0232
H 0.51 0.59 6.00 0.1029
H 0.25 2.37 5.48 0.1038
H -0.25 1.17 4.45 0.0643
C -2.71 -4.36 3.37 0.0482
N -1.86 -3.63 2.41 -0.4353
O -1.78 -2.37 2.48 0.0363
O -1.35 -4.27 1.52 0.0221
H -2.32 -5.36 3.58 0.1038
H -3.62 -4.42 2.78 0.0989
H -2.87 -3.77 4.27 0.1051
C -0.61 4.17 -3.97 0.0323
N -0.59 3.02 -4.95 -0.4129
O -1.52 2.90 -5.78 0.0066
O 0.26 2.21 -4.70 0.0564
H -0.43 3.73 -2.99 0.0640
H -1.63 4.54 -3.94 0.0852
H 0.08 4.96 -4.26 0.1021
C 6.56 -0.62 -0.12 0.0682
N 7.33 -1.59 -0.97 -0.4386
O 7.27 -2.76 -0.65 0.0462
O 7.98 -1.23 -1.96 0.0283
H 5.51 -0.90 -0.07 0.0800
H 6.81 0.37 -0.51 0.0996
H 7.04 -0.67 0.86 0.1037
C -4.83 -3.59 -0.75 0.0708
N -4.51 -2.08 -0.94 -0.3996
O -5.29 -1.30 -1.48 0.0535
O -3.40 -1.73 -0.57 0.0422
H -5.13 -3.92 -1.74 0.0925
H -5.65 -3.72 -0.05 0.0907
H -3.94 -4.15 -0.45 0.0845



| no. | M (g mol⁻¹) |
| --- | --- |
| 1 | 384.46 |
| 2 | 780.81 |
| 3 | 546.24 |
| 4 | 937.46 |
| 5 | 575.51 |
| 6 | 869.83 |